(1)
Formula: C2HNO2
Source: the Open Molecules 2025 dataset
Level of theory: the ωB97M-V functional and the def2-TZVPD basis

Computed properties:
HOMO-LUMO gap	11.87	eV
spin multiplicity	1
charge	0

Last column: natural (NBO) charge in e.
Positions of all 6 atoms, in Å:
C 0.17 0.58 0.16  0.71
C -0.97 -0.36 0.07  0.13
H 1.24 -0.84 -0.55  0.50
N -1.80 -1.17 0.04  -0.23
O 1.31 0.11 -0.31  -0.63
O 0.05 1.68 0.60  -0.48

(2)
Formula: C2HNO2
Source: the Open Molecules 2025 dataset
Level of theory: the ωB97M-V functional and the def2-TZVPD basis

Computed properties:
HOMO-LUMO gap (spin up / spin down)	8.77 / 8.00	eV
spin multiplicity	1
charge	0

Last column: natural (NBO) charge in e.
Positions of all 6 atoms, in Å:
C 0.30 0.84 0.68  -0.47
C 0.79 1.61 1.44  0.21
N -0.29 -0.84 -1.39  0.51
O -1.30 -0.64 -1.97  -0.23
O 0.69 -1.48 -1.59  -0.23
H -0.07 0.08 -0.11  0.20

Stability check: which of them is most stable? (1).

(1)
Formula: C4H10FN
Source: the Open Molecules 2025 dataset
Level of theory: the ωB97M-V functional and the def2-TZVPD basis

Computed properties:
HOMO-LUMO gap	10.06	eV
spin multiplicity	1
charge	0

Last column: natural (NBO) charge in e.
Positions of all 16 atoms, in Å:
C -0.95 -1.19 0.46  -0.65
C 0.23 -0.39 -0.01  0.32
C 1.35 -1.13 -0.65  -0.64
C -0.29 0.80 -0.85  -0.24
H -0.79 -1.88 1.24  0.22
H -1.70 -0.54 0.89  0.21
H -1.47 -1.75 -0.33  0.22
H 1.85 -1.86 -0.04  0.22
H 2.12 -0.42 -0.89  0.22
H 1.20 -1.67 -1.63  0.22
H 0.56 1.34 -1.29  0.19
H -0.89 0.60 -1.66  0.20
H -1.96 1.37 0.17  0.35
H -0.66 2.12 0.76  0.37
N -1.11 1.71 -0.05  -0.83
F 0.83 0.24 1.05  -0.37

(2)
Formula: C4H10FN
Source: the Open Molecules 2025 dataset
Level of theory: the ωB97M-V functional and the def2-TZVPD basis

Computed properties:
HOMO-LUMO gap	10.64	eV
spin multiplicity	1
charge	0

Last column: natural (NBO) charge in e.
Positions of all 16 atoms, in Å:
C 2.73 -0.30 -0.02  -0.41
C 0.77 0.76 0.15  -0.23
C -0.72 0.81 -0.17  -0.46
C -1.51 -0.39 0.30  0.06
H 3.19 0.27 -0.86  0.21
H 2.89 0.40 0.92  0.16
H 3.34 -1.35 0.38  0.19
H 0.89 -1.19 0.27  0.35
H 0.84 0.83 1.29  0.16
H 1.35 1.75 -0.12  0.22
H -1.24 1.70 0.28  0.21
H -0.79 0.80 -1.31  0.22
H -1.34 -0.53 1.37  0.16
H -1.02 -1.36 -0.23  0.14
N 1.35 -0.54 -0.34  -0.63
F -2.80 -0.31 -0.13  -0.35

Stability check: which of them is most stable? (1).

(1)
Formula: C2H5NP2
Source: the Open Molecules 2025 dataset
Level of theory: the ωB97M-V functional and the def2-TZVPD basis

Computed properties:
HOMO-LUMO gap	8.60	eV
spin multiplicity	1
charge	0

Last column: natural (NBO) charge in e.
Positions of all 10 atoms, in Å:
C -2.27 -0.11 -0.13  -0.84
C 2.63 0.13 0.18  -0.03
N 2.16 1.17 0.69  -0.61
P -3.23 0.94 0.76  0.44
P -1.06 -1.05 -0.65  0.41
H 1.50 1.61 0.15  0.34
H 3.43 -0.56 0.73  0.16
H -1.61 -1.51 -1.85  -0.02
H 2.33 -0.33 -0.87  0.14
H -3.89 -0.28 0.99  0.01

(2)
Formula: C2H5NP2
Source: the Open Molecules 2025 dataset
Level of theory: the ωB97M-V functional and the def2-TZVPD basis

Computed properties:
HOMO-LUMO gap	10.42	eV
spin multiplicity	1
charge	0

Last column: natural (NBO) charge in e.
Positions of all 10 atoms, in Å:
C -0.75 0.97 -0.81  0.22
C 0.46 0.40 -0.35  -0.80
N -1.80 1.30 -1.13  -0.32
P 0.20 0.45 1.61  0.36
P 0.71 -1.47 -0.88  0.34
H 1.38 1.08 -0.54  0.28
H -0.67 -0.63 1.47  -0.03
H 1.28 -0.50 1.64  -0.02
H -0.75 -1.80 -0.71  0.01
H 0.79 -1.35 -2.19  -0.04

Stability check: which of them is most stable? (2).

(1)
Formula: C3H2O2
Source: the Open Molecules 2025 dataset
Level of theory: the ωB97M-V functional and the def2-TZVPD basis

Computed properties:
HOMO-LUMO gap (spin up / spin down)	7.14 / 8.27	eV
spin multiplicity	1
charge	0

Last column: natural (NBO) charge in e.
Positions of all 7 atoms, in Å:
C 2.18 0.05 0.19  0.27
C 3.53 -0.29 -0.02  0.64
C -0.06 -0.18 -0.47  -0.28
O 4.54 -0.88 -0.04  -0.47
O 3.07 1.01 -0.19  -0.41
H -0.51 0.76 -0.17  0.13
H -0.38 -1.06 0.08  0.12

(2)
Formula: C3H2O2
Source: the Open Molecules 2025 dataset
Level of theory: the ωB97M-V functional and the def2-TZVPD basis

Computed properties:
HOMO-LUMO gap	10.17	eV
spin multiplicity	1
charge	0

Last column: natural (NBO) charge in e.
Positions of all 7 atoms, in Å:
C -1.05 0.52 0.00  0.50
C 0.27 -0.75 0.03  -0.65
C 1.40 -0.14 0.06  0.68
O 2.39 0.47 -0.04  -0.46
O -2.20 0.16 0.02  -0.48
H -0.72 1.50 -0.01  0.14
H -0.10 -1.76 -0.06  0.28

(3)
Formula: C3H2O2
Source: the Open Molecules 2025 dataset
Level of theory: the ωB97M-V functional and the def2-TZVPD basis

Computed properties:
HOMO-LUMO gap	10.23	eV
spin multiplicity	1
charge	0

Last column: natural (NBO) charge in e.
Positions of all 7 atoms, in Å:
C 0.26 0.02 -1.43  0.23
C 1.25 -2.28 -2.08  1.02
C -0.39 -0.10 -0.31  -0.82
O 1.49 -1.81 -3.10  -0.49
O 0.90 -2.79 -1.12  -0.53
H -0.58 -1.04 0.21  0.30
H -0.97 0.57 0.23  0.28

(4)
Formula: C3H2O2
Source: the Open Molecules 2025 dataset
Level of theory: the ωB97M-V functional and the def2-TZVPD basis

Computed properties:
HOMO-LUMO gap	11.17	eV
spin multiplicity	1
charge	0

Last column: natural (NBO) charge in e.
Positions of all 7 atoms, in Å:
C 0.52 -0.86 0.99  0.65
C -0.79 1.20 -1.03  -0.31
C -0.05 0.25 -0.94  0.29
O 0.67 -0.70 -0.32  -0.48
O 1.18 -1.68 1.57  -0.51
H -0.32 -0.22 1.28  0.12
H -1.22 2.00 -1.55  0.24

Stability check: which of them is most stable? (2).